Run A
Density functional theory data (ωB97M-V with the def2-TZVPD basis set) for a structure of composition C30H46BeBrN3P2.

E_LUMO = -6.27 eV

Structure (ORCA input):
```
! RIJCOSX wB97M-V def2-TZVPD def2/J DEFGRID3
* xyz 2 1
N -6.548 5.079 -5.032
C -6.314 5.623 -3.826
C -5.472 5.042 -2.894
C -4.849 3.816 -3.186
C -5.125 3.270 -4.454
C -5.947 3.911 -5.342
C -3.910 3.180 -2.291
Be -0.136 -0.117 0.883
P 4.724 -0.733 0.386
C -3.122 2.174 -2.804
C -2.098 1.593 -1.960
C -0.886 1.244 -2.676
C 0.288 1.284 -1.996
C 0.233 1.443 -0.606
C -0.993 1.780 0.167
C -2.183 1.736 -0.570
Br 2.247 1.358 0.030
H -3.789 3.532 -1.278
H -3.050 1.924 -3.872
H -5.256 5.519 -1.928
H -4.677 2.333 -4.807
H -6.817 6.601 -3.589
H -6.158 3.492 -6.351
H -0.883 1.083 -3.747
H -3.206 1.832 -0.152
H 1.237 1.188 -2.506
H -0.977 2.164 1.185
P -0.335 -2.140 0.279
C 5.059 1.079 0.605
C 6.394 1.618 0.076
H 4.983 1.308 1.687
H 4.215 1.575 0.068
H 6.524 2.674 0.315
H 7.239 1.082 0.510
H 6.522 1.528 -1.012
C 4.538 -1.360 -1.350
C 5.647 -2.366 -1.795
H 4.650 -0.444 -1.978
H 3.532 -1.778 -1.423
H 5.572 -2.556 -2.872
H 6.655 -2.003 -1.602
H 5.579 -3.346 -1.305
C 4.135 -1.791 1.766
C 5.269 -2.080 2.789
H 3.835 -2.772 1.319
H 3.270 -1.269 2.219
H 5.001 -2.848 3.513
H 6.186 -2.417 2.301
H 5.575 -1.204 3.377
C -0.140 -3.494 1.503
C -1.212 -4.578 1.524
H -0.028 -3.023 2.490
H 0.840 -3.932 1.269
H -2.153 -4.203 1.944
H -1.394 -5.002 0.527
H -0.857 -5.383 2.180
C 0.794 -2.576 -1.093
C 0.221 -2.498 -2.505
H 1.130 -3.591 -0.854
H 1.670 -1.922 -0.961
H -0.625 -3.190 -2.628
H -0.083 -1.470 -2.737
H 1.023 -2.801 -3.192
C -2.042 -2.173 -0.393
C -3.188 -1.830 0.564
H -2.165 -3.167 -0.845
H -2.036 -1.474 -1.247
H -3.922 -1.233 0.002
H -3.676 -2.750 0.921
H -2.834 -1.238 1.422
N -2.102 1.385 6.206
C -1.477 0.954 5.061
C -1.758 -0.305 4.536
C -1.216 -0.701 3.316
N -0.381 0.119 2.593
C -0.007 1.314 3.152
C -0.545 1.764 4.392
H -2.769 0.831 6.661
H -1.933 2.322 6.553
H -2.427 -1.004 5.098
H -1.468 -1.680 2.903
H 0.620 1.964 2.582
H -0.238 2.723 4.790
*
```


Run B
Density functional theory data (ωB97M-V with the def2-TZVPD basis set) for a structure of composition C30H46BeBrN3P2.

E_LUMO (alpha / beta) = -7.64 / -7.64 eV

Structure (ORCA input):
```
! RIJCOSX wB97M-V def2-TZVPD def2/J DEFGRID3
* xyz 2 1
N -5.769 4.440 -3.775
C -5.569 4.690 -2.479
C -4.831 3.848 -1.631
C -4.262 2.648 -2.118
C -4.466 2.432 -3.509
C -5.238 3.326 -4.271
C -3.396 1.817 -1.240
Be -1.679 0.388 0.432
P 2.978 0.100 0.593
C -2.465 0.884 -1.707
C -1.024 1.265 -1.874
C -0.273 1.200 -3.104
C 0.927 1.897 -3.231
C 1.438 2.596 -2.109
C 0.716 2.620 -0.879
C -0.468 1.910 -0.764
Br 3.084 3.399 -2.208
H -3.404 2.120 -0.186
H -2.830 0.232 -2.517
H -4.711 4.167 -0.610
H -4.053 1.573 -4.032
H -6.022 5.612 -2.110
H -5.440 3.144 -5.329
H -0.749 0.751 -3.989
H -1.042 2.018 0.238
H 1.413 1.982 -4.188
H 1.138 3.215 -0.051
P -0.785 -1.891 0.065
C 4.487 1.127 1.220
C 5.833 1.032 0.511
H 4.577 1.223 2.336
H 4.071 2.118 0.921
H 6.404 1.968 0.686
H 6.472 0.214 0.893
H 5.748 0.981 -0.583
C 3.688 -0.760 -0.891
C 4.811 -1.780 -0.721
H 3.994 0.009 -1.627
H 2.824 -1.242 -1.366
H 5.019 -2.270 -1.681
H 5.742 -1.308 -0.403
H 4.557 -2.577 -0.010
C 2.952 -1.182 1.900
C 4.257 -1.617 2.613
H 2.342 -2.055 1.577
H 2.328 -0.662 2.640
H 4.008 -2.425 3.308
H 5.010 -1.994 1.920
H 4.685 -0.795 3.212
C -0.213 -3.291 1.214
C -1.193 -4.406 1.561
H 0.163 -2.781 2.120
H 0.681 -3.747 0.754
H -2.045 -4.066 2.162
H -1.568 -4.935 0.672
H -0.668 -5.161 2.158
C 0.253 -2.428 -1.371
C -0.324 -2.268 -2.773
H 0.595 -3.473 -1.248
H 1.154 -1.801 -1.285
H -1.217 -2.885 -2.941
H -0.577 -1.223 -2.990
H 0.426 -2.557 -3.520
C -2.482 -2.402 -0.466
C -3.526 -1.939 0.561
H -2.481 -3.488 -0.617
H -2.677 -1.922 -1.430
H -4.043 -1.025 0.234
H -4.318 -2.691 0.669
H -3.122 -1.763 1.577
N -1.917 -1.201 3.152
C -1.398 0.075 3.157
C -1.369 0.789 4.374
C -0.528 1.885 4.480
C 0.336 2.152 3.394
C 0.192 1.455 2.216
N -0.912 0.652 2.010
H -1.343 -1.987 2.846
H -2.358 -1.437 4.029
H -2.019 0.483 5.169
H -0.544 2.527 5.350
H 1.048 2.958 3.451
H 0.966 1.513 1.460
*
```


run A takes first place; second place is 1.768 eV up.


Run A
Density functional theory data (ωB97M-V with the def2-TZVPD basis set) for a cluster of 2 separate species, C7H14N3O in total.

E_LUMO = -3.78 eV

Structure (ORCA input):
```
! RIJCOSX wB97M-V def2-TZVPD def2/J DEFGRID3
* xyz 1 1
C 2.130 -1.798 1.788
C 2.303 -1.114 0.611
C 0.221 -1.168 1.187
C 1.810 0.851 -1.542
C -0.532 0.352 -1.366
C -1.628 -0.706 -1.299
C 0.708 0.074 -0.853
N 0.811 -1.829 2.115
N 1.031 -0.754 0.175
N -1.625 1.825 1.169
O -2.678 -0.265 -0.417
H 2.894 -2.203 2.343
H 3.096 -0.839 0.027
H -0.781 -0.954 1.204
H 1.450 1.915 -1.885
H 2.267 0.302 -2.404
H 2.574 1.103 -0.789
H -0.647 1.607 1.210
H -0.761 1.205 -2.109
H -2.193 -0.777 -2.188
H -1.332 -1.581 -0.855
H -2.261 1.471 0.404
H -2.037 1.484 2.044
H -1.830 2.814 1.288
H -2.990 -1.015 0.140
*
```


Run B
Density functional theory data (ωB97M-V with the def2-TZVPD basis set) for the ion C7H14N3O with charge +1.

E_LUMO = -3.03 eV

Structure (ORCA input):
```
! RIJCOSX wB97M-V def2-TZVPD def2/J DEFGRID3
* xyz 1 1
C 0.819 -0.761 0.569
C -0.333 2.077 0.146
C 0.947 1.491 -0.197
C -1.418 0.035 0.025
C -2.724 0.106 0.688
C -1.523 -0.344 -1.457
C 2.713 -0.171 -0.826
N 1.379 0.092 -0.346
N -0.479 -0.702 0.805
N 1.567 -1.652 1.257
O 0.538 1.898 1.120
H -1.031 2.870 -0.101
H 1.761 2.204 -0.502
H -3.488 0.655 0.116
H -2.579 0.245 1.752
H -3.224 -0.861 0.716
H -0.526 -0.573 -1.793
H -1.972 0.589 -1.884
H -2.383 -1.160 -1.552
H 2.636 -1.038 -1.387
H 2.853 0.485 -1.676
H 3.550 -0.080 0.057
H -0.837 -1.246 1.550
H 2.309 -2.042 0.774
H 1.446 -2.114 2.147
*
```


run A takes first place; second place is 2.079 eV up.


Run A
Density functional theory data (ωB97M-V with the def2-TZVPD basis set) for a cluster of 2 separate species, C2H7NO in total.

E_LUMO = -0.73 eV

Structure (ORCA input):
```
! RIJCOSX wB97M-V def2-TZVPD def2/J DEFGRID3
* xyz 0 1
C -1.232 -1.565 0.158
N 0.083 -1.515 0.313
H -1.773 -0.661 0.359
H -1.871 -2.357 -0.203
H 0.587 -2.282 -0.143
H 0.801 -0.579 0.568
C 0.632 1.827 -0.276
O 0.976 0.855 0.673
H -0.052 1.548 -1.041
H 0.360 2.703 0.312
H 1.488 2.027 -0.722
*
```


Run B
Density functional theory data (ωB97M-V with the def2-TZVPD basis set) for a cluster of 2 separate species, C2H7NO in total.

E_LUMO = 1.13 eV
SMILES string = C=CN.O

Structure (ORCA input):
```
! RIJCOSX wB97M-V def2-TZVPD def2/J DEFGRID3
* xyz 0 1
C -1.350 -0.343 1.639
C -1.667 0.916 2.006
N -2.511 1.773 1.329
H -1.977 -0.891 0.948
H -0.381 -0.685 1.983
H -1.540 1.206 3.051
H -2.981 1.559 0.480
H -2.955 2.391 1.993
H 4.869 -2.186 -5.163
H 5.660 -2.010 -3.935
O 4.834 -1.730 -4.330
*
```


run B takes first place; second place is 2.275 eV up.


Run A
Density functional theory data (ωB97M-V with the def2-TZVPD basis set) for a cluster of 2 separate species, C2H3NOS2 in total.

E_LUMO = -1.91 eV

Structure (ORCA input):
```
! RIJCOSX wB97M-V def2-TZVPD def2/J DEFGRID3
* xyz 0 1
C -0.966 -0.567 1.359
C -1.997 0.503 -0.632
N -1.469 0.120 0.462
O 3.840 -1.433 -0.172
S 2.373 0.945 -0.128
S 3.212 -0.473 -1.061
H -0.648 -0.446 2.297
H -3.080 0.275 -0.799
H -1.266 1.077 -1.326
*
```


Run B
Density functional theory data (ωB97M-V with the def2-TZVPD basis set) for an isolated molecule of C2H3NOS2.

E_LUMO = -0.58 eV
SMILES string = OC(=S)/C=N\S

Structure (ORCA input):
```
! RIJCOSX wB97M-V def2-TZVPD def2/J DEFGRID3
* xyz 0 1
C 0.124 -0.909 0.075
C 1.165 0.228 0.014
H -3.247 -0.363 -0.113
H 0.568 -1.890 0.090
H 1.343 2.042 -0.024
N -1.113 -0.893 -0.026
O 0.590 1.413 0.042
S -2.191 0.409 -0.019
S 2.762 -0.038 -0.038
*
```


Run C
Density functional theory data (ωB97M-V with the def2-TZVPD basis set) for a cluster of 2 separate species, C2H3NOS2 in total.

E_LUMO = 0.45 eV
SMILES string = C#[N+][S-].O=CS

Structure (ORCA input):
```
! RIJCOSX wB97M-V def2-TZVPD def2/J DEFGRID3
* xyz 0 1
C -0.748 1.117 -1.932
C 0.650 -0.337 0.857
N -1.700 0.440 -2.023
O 0.311 0.470 0.060
S -2.771 -0.545 -1.753
S -0.410 -1.723 1.362
H -0.197 1.910 -2.214
H 1.550 -0.502 1.326
H -1.524 -1.364 0.973
*
```


run B takes first place; second place is 2.159 eV up.